# C30H28InN8OP

A structure of composition C30H28InN8OP (ωB97M-V/def2-TZVPD, OMol25).

Structure (XYZ):
```
69
Properties=species:S:1:pos:R:3:lowdin_charge:R:1
In -1.146 0.114 0.300 0.830
C -1.006 -2.140 4.328 -0.059
C -1.492 -1.379 3.272 -0.077
N -0.660 -0.716 2.473 0.041
C 0.660 -0.803 2.693 -0.193
C 1.125 -1.617 3.726 -0.031
N 0.299 -2.269 4.528 0.135
C 1.539 0.020 1.834 -0.185
C 2.898 0.183 2.037 0.086
C 3.609 1.070 1.222 -0.099
C 2.902 1.817 0.276 0.093
C 1.540 1.614 0.136 -0.155
N 0.913 0.687 0.864 0.076
C 0.647 2.452 -0.696 -0.185
C 1.066 3.250 -1.753 -0.027
N 0.213 4.025 -2.410 0.131
C -1.054 4.025 -2.027 -0.055
C -1.497 3.198 -0.998 -0.062
N -0.645 2.419 -0.348 0.067
C 5.061 1.254 1.391 -0.183
C 5.886 1.432 0.283 -0.002
C 7.250 1.574 0.492 -0.107
N 7.799 1.560 1.700 0.089
C 7.013 1.410 2.757 -0.107
C 5.638 1.245 2.658 -0.003
H -1.662 -2.656 5.017 0.131
H -2.550 -1.310 3.053 0.114
H 2.183 -1.761 3.909 0.131
H 3.418 -0.362 2.811 0.126
H 3.404 2.586 -0.294 0.135
H 2.093 3.262 -2.098 0.131
H -1.728 4.686 -2.557 0.128
H -2.535 3.154 -0.696 0.125
H 5.481 1.425 -0.721 0.117
H 7.930 1.701 -0.342 0.120
H 7.504 1.425 3.723 0.120
H 5.029 1.153 3.548 0.117
O -1.140 0.127 -1.721 -0.226
C -2.150 0.180 -2.580 -0.345
C -1.815 0.191 -3.945 -0.005
C -2.778 0.221 -4.925 -0.042
C -4.128 0.250 -4.572 -0.065
C -4.480 0.255 -3.247 -0.026
C -3.517 0.221 -2.215 -0.087
C -3.980 0.265 -0.833 -0.229
N -3.271 0.409 0.300 0.004
C -4.160 0.485 1.360 -0.106
C -5.416 0.381 0.877 -0.032
N -5.285 0.245 -0.483 0.142
H -0.762 0.178 -4.194 0.125
H -2.491 0.222 -5.968 0.121
H -4.895 0.283 -5.334 0.116
H -5.534 0.300 -3.007 0.108
H -3.830 0.645 2.372 0.113
H -6.370 0.409 1.372 0.135
H -6.052 0.140 -1.124 0.161
C -1.564 -3.912 0.498 -0.232
P -0.596 -2.545 -0.226 0.827
C -0.768 -2.855 -2.008 -0.236
C 1.128 -3.042 0.128 -0.230
H -1.156 -4.855 0.133 0.065
H -2.603 -3.830 0.179 0.056
H -1.518 -3.900 1.586 0.037
H -0.477 -3.883 -2.225 0.066
H -0.141 -2.167 -2.572 0.054
H -1.805 -2.692 -2.302 0.058
H 1.362 -3.947 -0.433 0.065
H 1.248 -3.251 1.191 0.045
H 1.825 -2.258 -0.169 0.048
```

**ΔE to the lowest compared entry with this formula, charge and spin**: 70.28 kJ/mol
**HOMO-LUMO gap**: 6.461 eV
**Charge**: +2